This record from the Open Molecules 2025 dataset describes a molecular structure, C16H28IrN6O3Se at a distorted geometry. The level of theory is the ωB97M-V functional and the def2-TZVPD basis.

Each line ends with the natural charge from an NBO analysis.
Positions of all 55 atoms, in Å:
H -3.068 2.891 2.014  0.24
C -1.561 2.414 0.573  0.05
H 3.572 2.319 -2.791  0.23
O -4.889 -0.961 -0.906  -0.59
H -4.050 -4.471 1.127  0.20
N 1.921 1.030 -2.753  -0.76
C 3.378 1.244 -2.808  -0.24
N -1.127 1.589 -0.381  -0.47
C 4.043 0.608 -1.586  -0.24
N 1.837 1.110 1.937  -0.76
H 3.822 -0.466 -1.567  0.22
H 1.675 0.159 2.255  0.40
C 4.019 0.744 0.880  -0.24
H -3.003 -4.109 -1.109  0.20
C -3.485 1.053 0.985  -0.09
C 1.564 -1.838 -0.351  0.12
C -2.741 2.192 1.262  -0.24
H -1.170 -1.617 0.156  0.21
H -1.106 -2.451 2.480  0.22
C -1.880 0.540 -0.708  0.08
H 3.818 0.823 -3.721  0.22
H -2.377 -1.239 2.278  0.20
H 1.294 1.735 2.522  0.41
H -5.158 -4.950 -0.156  0.23
H -1.557 -0.054 -1.554  0.22
C -2.060 -2.241 2.004  -0.62
H 3.374 2.520 1.907  0.23
H 3.624 2.261 -0.453  0.46
H 3.696 1.137 2.975  0.22
H 5.133 0.736 -1.659  0.23
N -3.122 -2.222 -0.263  -0.43
H 5.096 0.940 0.986  0.23
H -2.791 -2.949 2.382  0.22
H 1.444 1.652 -3.397  0.41
H -1.486 -3.354 0.261  0.22
H 3.854 -0.337 0.949  0.22
N 3.499 1.225 -0.389  -0.59
H -4.401 0.836 1.518  0.25
C -4.648 -4.105 0.296  -0.62
O 3.367 3.930 -0.664  -0.70
C -1.893 -2.367 0.490  -0.23
O 1.239 3.469 -0.173  -0.76
H -4.403 -3.119 -1.597  0.23
N 0.956 -0.824 -0.348  -0.72
H 1.871 5.261 -0.771  0.11
C -3.778 -3.424 -0.754  -0.21
Ir 1.146 1.221 -0.436  1.27
H -5.397 -3.409 0.665  0.22
C -3.783 -1.048 -0.417  0.65
C -3.030 0.193 -0.010  -0.13
C 3.266 1.438 2.014  -0.24
Se 2.506 -3.284 -0.380  -0.05
H -0.939 3.280 0.760  0.24
C 2.183 4.213 -0.538  0.67
H 1.708 0.078 -3.036  0.41

Electronic energy   -3686.308606 hartree
Frontier orbital gap   6.36 eV
Relative energy (zero: lowest compared OMol25 entry of this formula, charge and spin)   3.035 eV
HOMO energy   -11.1366 eV
Total charge   +1

---

This record from the Open Molecules 2025 dataset describes a molecular structure, C16H28MnNO14 at a distorted geometry. The level of theory is the ωB97M-V functional and the def2-TZVPD basis.

Each line ends with the natural charge from an NBO analysis.
Positions of all 60 atoms, in Å:
H -1.121 1.701 -2.603  0.19
C -2.102 1.505 -3.035  -0.64
H 1.766 0.233 -5.117  0.19
O 2.534 -0.878 2.091  -0.50
H 0.501 4.451 -0.113  0.18
H -2.012 0.995 -4.000  0.19
O -0.527 2.631 -0.044  -0.46
H -2.546 2.478 -3.282  0.17
O -0.547 0.668 0.980  -0.60
C -3.013 0.742 -2.079  -0.01
C -2.360 -3.208 2.226  0.00
C -3.746 -3.842 2.069  -0.63
H 4.018 -0.430 3.397  0.19
H 1.957 -1.519 5.065  0.18
O 0.837 -2.112 1.265  -0.55
C 1.430 -0.275 -2.091  1.01
O -0.053 -4.751 -2.290  -0.52
C -0.230 3.947 1.810  -0.09
H 1.834 2.661 -4.826  0.20
H -2.514 4.377 0.483  0.22
C 2.938 -0.567 3.415  -0.10
H -1.650 -4.036 2.041  0.11
O -2.444 -0.122 -1.182  -0.99
H 0.143 1.959 -4.571  0.25
C 1.715 0.640 -4.107  0.07
H 2.279 0.240 3.736  0.20
H -3.897 -3.996 0.995  0.21
H 3.492 1.571 -3.329  0.18
N -0.966 -3.942 -2.085  0.73
H -3.601 1.511 -1.528  0.08
C 3.072 0.565 -3.363  -0.09
H -2.258 -2.994 3.313  0.08
O -2.116 -4.095 -2.550  -0.51
H -1.093 4.389 2.314  0.18
C 1.590 -1.839 2.128  0.99
C 3.667 -2.813 4.603  -0.63
Mn -1.012 -1.176 -0.067  1.60
O 0.847 -0.552 -1.088  -0.61
H 3.776 -0.059 -3.917  0.19
C -1.690 4.711 -0.151  -0.64
H 0.650 4.481 2.168  0.19
C -0.417 4.005 0.276  0.07
C 1.167 2.053 -4.215  -0.63
O 2.741 -0.049 -2.135  -0.48
H 4.470 -2.276 5.113  0.20
H -3.761 -4.851 2.501  0.17
O 0.852 -0.137 -3.272  -0.45
H -3.842 0.212 -2.579  0.13
H -1.695 5.800 -0.064  0.21
H 1.139 2.512 -3.222  0.21
O -0.060 2.564 2.113  -0.49
H -1.943 4.495 -1.189  0.24
O 1.667 -2.497 3.305  -0.49
C 2.556 -1.839 4.210  0.07
H 4.113 -3.097 3.647  0.22
O -0.755 -2.936 -1.332  -0.64
C -0.379 1.850 1.008  1.01
O -2.109 -2.125 1.451  -1.00
H -4.601 -3.305 2.486  0.18
H 3.303 -3.628 5.218  0.23

Electronic energy   -2885.527116 hartree
Frontier orbital gap (spin up / spin down)   5.42 / 5.60 eV
2S+1   6
Relative energy (zero: lowest compared OMol25 entry of this formula, charge and spin)   0.000 eV
Expectation value of S²   8.753
HOMO energy (spin up / spin down)   -3.4425 / -3.6175 eV
Total charge   -1

---

This record from the Open Molecules 2025 dataset describes 4 unconnected molecules or ions with the total composition C16H28N4 at a distorted geometry. The level of theory is the ωB97M-V functional and the def2-TZVPD basis.

Each line ends with the natural charge from an NBO analysis.
Positions of all 48 atoms, in Å:
H 1.493 0.125 5.397  0.25
C -5.470 4.783 -0.607  -0.52
N -6.349 2.620 0.590  -0.33
H -1.213 1.446 -1.327  0.25
H 0.025 -0.782 -1.549  0.21
H -0.282 -0.460 0.123  0.21
N 6.514 -2.025 -1.725  -0.33
C 2.985 -5.067 -3.328  -0.63
H -1.798 -2.378 -1.644  0.22
H 3.542 -1.101 4.803  0.21
H 3.779 0.460 4.049  0.22
H 4.370 -3.010 -3.991  0.25
C -1.706 0.494 -1.131  -0.50
H -4.637 6.661 -0.183  0.21
H -2.455 0.657 -0.356  0.25
N 0.702 1.972 3.113  -0.34
C -0.776 -0.719 -0.813  -0.38
H 3.618 -2.457 -2.612  0.24
H -5.030 4.541 -1.574  0.25
C -4.674 5.549 1.609  -0.61
H 0.970 -0.945 4.111  0.25
C -1.461 -2.037 -0.665  -0.62
H -4.372 6.492 2.064  0.21
H -2.377 -2.045 -0.074  0.22
N -3.141 -0.065 -3.341  -0.35
H 4.050 -4.839 -1.467  0.22
C 1.177 1.060 3.642  0.29
C 3.160 -0.436 4.027  -0.38
H 5.063 -5.014 -2.836  0.21
H 3.000 -4.816 -4.388  0.21
C 3.372 -1.070 2.637  -0.62
H -4.038 4.737 1.958  0.21
C -4.471 5.623 0.105  -0.39
C 1.646 -0.123 4.347  -0.52
H -3.414 5.535 -0.145  0.21
H 3.026 -2.104 2.624  0.20
H -6.351 5.407 -0.755  0.25
C -5.975 3.557 0.006  0.29
H -0.715 -2.732 -0.279  0.21
H 3.009 -6.155 -3.265  0.22
H -5.692 5.270 1.880  0.21
H 2.835 -0.581 1.823  0.21
C 4.442 -3.107 -2.907  -0.50
H 4.412 -1.217 2.348  0.23
H 1.936 -4.846 -3.132  0.22
C -2.492 0.169 -2.378  0.28
C 5.634 -2.474 -2.265  0.29
C 4.129 -4.552 -2.516  -0.39

Structure (SMILES)   CCCC#N.CCCC#N.CCCC#N.CCCC#N
Electronic energy   -845.391977 hartree
Frontier orbital gap   11.59 eV
Relative energy (zero: lowest compared OMol25 entry of this formula, charge and spin)   1.552 eV
HOMO energy   -11.3056 eV

---

This record from the Open Molecules 2025 dataset describes a molecular structure, C16H28N5O5 at a distorted geometry. The level of theory is the ωB97M-V functional and the def2-TZVPD basis.

Each line ends with the natural charge from an NBO analysis.
Positions of all 54 atoms, in Å:
H 2.313 -0.727 -1.606  0.16
H -0.387 -4.621 1.067  0.15
H 3.393 1.533 -1.565  0.18
H -0.135 -2.393 2.379  0.21
H -3.563 3.565 0.301  0.26
C -1.404 -3.456 -0.698  -0.51
H 0.358 -1.892 -0.460  0.46
N -2.320 0.025 -1.149  -0.66
H 3.285 -0.509 0.947  0.50
C 1.505 1.343 -0.474  0.47
H -2.370 -1.066 1.674  0.28
H -3.214 -2.392 -0.332  0.26
H -2.400 2.181 0.774  0.26
C 5.284 1.458 0.161  -0.40
H 5.878 1.675 0.901  0.21
C -4.380 1.767 0.581  0.79
N -0.392 1.194 0.458  -0.32
H -1.160 -3.607 -1.657  0.26
C -0.584 1.594 -0.797  0.45
O 0.578 1.576 -1.495  -0.39
H 5.717 0.570 -0.464  0.19
C -2.842 2.279 -1.364  -0.40
C 2.879 0.950 -0.450  -0.13
C -1.767 1.044 -1.711  -0.09
H 0.614 -4.473 -0.446  0.28
O -5.071 2.299 1.552  -0.71
H -2.336 3.472 -1.717  0.22
H 4.239 2.649 1.814  0.19
C -3.202 2.584 0.366  -0.48
H -2.225 -4.473 -0.418  0.24
H -1.623 1.247 -2.733  0.24
C -1.736 -1.922 1.182  -0.47
C -2.064 -2.452 -0.195  -0.27
N 0.430 -2.486 0.539  -0.60
C -0.172 -3.728 -0.095  -0.18
H 5.490 2.175 -0.553  0.17
H 3.903 -0.655 -1.194  0.14
H 0.007 -0.830 1.592  0.25
C -0.455 -1.819 1.696  -0.18
H 2.561 2.519 1.603  0.20
O -0.446 -1.149 -1.325  -0.64
H -3.290 -0.163 -0.767  0.47
N 0.831 1.212 0.667  -0.30
H 3.438 3.430 0.552  0.18
H -6.032 1.904 1.946  0.53
H -2.325 -2.858 1.720  0.23
H -3.669 2.125 -2.133  0.23
H 1.370 -2.570 0.897  0.46
O -4.676 0.698 0.339  -0.61
C -1.553 -1.126 -1.163  0.76
N 3.995 1.404 0.496  -0.44
C 3.647 2.743 1.149  -0.36
C 3.131 -0.567 -0.799  0.00
O 2.946 -1.280 0.407  -0.75

Electronic energy   -1275.536525 hartree
Frontier orbital gap   8.81 eV
Relative energy (zero: lowest compared OMol25 entry of this formula, charge and spin)   20.087 eV
HOMO energy   -11.3634 eV
Total charge   +1

---

Question: Which of these has the highest electronic energy?
Answer: C16H28N4

---

Question: Look up the electronic energy of the third one.
Answer: -845.391977 hartree